The following is a quantum chemistry calculation of an isolated ion of composition C11H16F2N3 and charge +1 at a distorted geometry, from OMol25.

```
32
Properties=species:S:1:pos:R:3
F -2.682 0.225 1.108
F 1.959 1.087 2.083
N -0.751 -2.083 -0.946
N 0.578 -2.386 -1.090
N 0.287 -0.002 -0.478
C 3.556 -1.656 1.980
C 0.723 1.601 1.518
C 3.292 -1.367 0.711
C 2.840 -0.904 -0.786
C 0.618 1.407 -0.101
C -1.667 -3.250 -1.151
C 0.741 3.218 1.799
C -0.996 -0.699 -0.585
C -2.868 1.146 -1.272
C -2.458 -0.090 -0.312
C 1.218 -1.103 -0.801
H 3.342 -2.035 3.057
H -0.156 1.065 2.030
H -0.203 3.630 1.282
H -1.665 -3.992 -0.250
H -3.215 -0.947 -0.545
H 1.676 1.687 -0.508
H -3.652 1.769 -0.670
H -3.349 0.694 -2.220
H 3.133 0.202 -1.000
H 0.821 3.472 2.918
H -1.971 1.848 -1.512
H 1.666 3.624 1.219
H -0.156 2.191 -0.459
H -1.270 -3.834 -2.067
H 3.368 -1.563 -1.579
H -2.758 -2.953 -1.373
```

## Properties
- charge = +1
- HOMO level (eV) = -12.67
- LUMO level (eV) = -4.09
- HOMO-LUMO gap (eV) = 8.58